# 1
{"formula": "C53H62CaFN3O4P2SeSi", "method": "ωB97M-V with the def2-TZVPD basis set", "elements": ["Ca", "C", "C", "C", "C", "C", "C", "C", "C", "P", "C", "C", "C", "C", "C", "C", "C", "C", "C", "C", "C", "C", "C", "O", "C", "C", "C", "C", "C", "C", "P", "C", "C", "C", "C", "C", "C", "C", "C", "C", "C", "C", "C", "H", "H", "H", "H", "H", "H", "H", "H", "H", "H", "H", "H", "H", "H", "H", "H", "H", "H", "H", "H", "H", "H", "H", "H", "H", "H", "H", "H", "H", "H", "H", "H", "O", "H", "H", "O", "H", "H", "O", "H", "H", "N", "C", "C", "C", "C", "C", "C", "H", "H", "H", "H", "H", "H", "H", "F", "C", "N", "C", "C", "N", "C", "C", "Se", "H", "H", "H", "H", "H", "H", "H", "H", "C", "Si", "C", "C", "H", "H", "H", "H", "H", "H", "H", "H", "H"], "coordinates": [[-0.378021, -0.348069, 0.627386], [4.569001, 6.472997, 2.866348], [4.290854, 5.092214, 2.273450], [5.584301, 4.553456, 1.632513], [3.220574, 5.147226, 1.193780], [2.945392, 6.280357, 0.436855], [2.061887, 6.232210, -0.628921], [1.486243, 5.026440, -0.989425], [1.737283, 3.864291, -0.262682], [1.216078, 2.212043, -0.841249], [-0.087573, 2.641148, -2.047027], [0.035031, 2.346396, -3.403727], [-0.999746, 2.630545, -4.284577], [-2.164920, 3.218759, -3.819091], [-2.296203, 3.508024, -2.466808], [-1.270275, 3.214692, -1.583951], [2.647959, 1.827446, -1.917273], [3.064609, 0.503372, -2.001409], [4.198505, 0.168987, -2.731215], [4.908831, 1.145609, -3.409161], [4.487656, 2.467906, -3.348095], [3.374435, 2.805243, -2.598499], [2.554429, 3.970052, 0.860117], [2.732065, 2.834599, 1.617936], [3.050475, 3.021534, 2.945464], [2.555302, 2.098097, 3.859514], [2.925371, 2.240344, 5.196145], [3.734880, 3.283147, 5.603962], [4.166111, 4.218826, 4.677404], [3.826159, 4.111707, 3.334602], [1.351031, 0.813857, 3.369602], [-0.219199, 1.615314, 3.836220], [-1.351099, 0.822134, 4.013163], [-2.574786, 1.404347, 4.302061], [-2.691803, 2.783633, 4.377962], [-1.578336, 3.580795, 4.159275], [-0.347432, 3.001499, 3.895318], [1.623505, -0.443226, 4.660120], [2.699156, -1.306114, 4.451910], [2.999512, -2.294625, 5.373471], [2.224137, -2.436382, 6.514864], [1.159130, -1.575726, 6.735816], [0.861703, -0.580572, 5.815742], [4.923387, 7.157233, 2.096938], [5.360951, 6.421072, 3.611953], [3.680637, 6.900497, 3.331901], [5.922297, 5.229319, 0.845977], [5.422539, 3.569219, 1.191191], [6.369883, 4.465953, 2.384630], [3.432590, 7.214999, 0.674837], [1.852391, 7.125894, -1.201274], [0.835689, 4.978224, -1.852907], [0.941675, 1.888599, -3.778301], [-0.887447, 2.392415, -5.334575], [-2.972388, 3.442854, -4.503868], [-3.208532, 3.955293, -2.094011], [-1.399362, 3.409366, -0.527658], [2.535221, -0.273660, -1.465538], [4.532211, -0.859553, -2.738520], [5.796544, 0.882463, -3.970105], [5.037359, 3.240040, -3.870737], [3.073757, 3.843042, -2.534282], [2.559866, 1.529181, 5.924774], [4.014836, 3.378619, 6.643998], [4.776888, 5.044983, 5.011634], [-1.289219, -0.258352, 3.924347], [-3.437423, 0.770389, 4.457500], [-3.648582, 3.237878, 4.600561], [-1.662624, 4.658847, 4.201055], [0.516260, 3.637387, 3.746724], [3.312206, -1.202572, 3.562927], [3.831542, -2.963311, 5.194285], [2.448499, -3.217962, 7.228760], [0.553131, -1.678090, 7.626575], [0.032266, 0.087775, 6.005869], [2.754515, -0.895594, 0.782863], [2.307530, -1.484668, 1.410961], [2.609082, -0.004861, 1.134413], [-3.378791, -0.219820, 1.668045], [-4.205244, 0.094519, 2.042620], [-2.883812, 0.580443, 1.352301], [-0.272268, -0.539120, -1.717884], [-0.317994, -1.447767, -2.110395], [-0.967773, -0.047555, -2.177627], [-3.590908, -0.736069, -1.140165], [-3.445548, -1.237099, -2.409718], [-3.163651, -0.367812, -3.469430], [-3.050540, -0.849819, -4.762986], [-3.226860, -2.197683, -5.036780], [-3.507154, -3.061243, -3.985573], [-3.608589, -2.599291, -2.685541], [-3.281701, 0.206983, -0.967751], [-3.631707, -1.333101, -0.332450], [-3.054488, 0.693289, -3.271088], [-2.829861, -0.156272, -5.566334], [-3.132386, -2.573916, -6.045900], [-3.630215, -4.120192, -4.177009], [-3.812214, -3.287487, -1.874288], [-1.642973, 1.310105, 0.633907], [1.466174, -5.585675, -0.967793], [2.172163, -4.685447, -1.861299], [3.536576, -4.584662, -1.988617], [3.780589, -3.664478, -2.947049], [2.560317, -3.207326, -3.388820], [2.337319, -2.237116, -4.441963], [1.568182, -3.842689, -2.725555], [-0.251607, -3.633002, -3.000020], [2.169012, -5.945459, -0.220857], [1.049741, -6.419020, -1.533344], [0.657734, -5.046703, -0.482611], [4.204237, -5.169553, -1.383944], [4.704070, -3.292783, -3.348839], [3.295036, -2.006002, -4.903347], [1.898513, -1.328911, -4.027132], [1.649889, -2.656991, -5.174437], [-1.336836, -4.296952, 0.871226], [-0.221408, -3.028091, 1.776513], [1.496922, -3.902902, 1.890155], [-0.845198, -3.251511, 3.574310], [-1.134082, -5.315380, 1.221452], [-1.247124, -4.280149, -0.215119], [-2.380560, -4.075626, 1.111290], [1.380257, -4.971821, 2.090735], [2.069156, -3.485112, 2.723020], [2.108692, -3.794888, 0.989902], [-0.817694, -4.302285, 3.877873], [-1.878935, -2.908044, 3.667833], [-0.246734, -2.685461, 4.294476]], "atomic_forces_ev_per_a": [[0.5, 0.4, -0.2], [0.1, 0.0, 0.0], [0.0, 0.1, 0.0], [0.0, -0.1, 0.0], [-0.1, 0.0, 0.0], [0.0, 0.0, 0.1], [0.0, 0.0, 0.0], [0.0, 0.0, 0.0], [0.0, 0.2, -0.1], [-0.2, -0.4, 0.2], [0.1, 0.0, -0.2], [0.0, 0.0, 0.0], [0.0, 0.0, 0.0], [0.0, 0.0, 0.0], [-0.1, 0.0, 0.0], [-0.1, 0.0, 0.1], [0.1, 0.0, 0.0], [0.1, -0.1, 0.0], [0.0, 0.0, 0.0], [0.0, 0.0, 0.0], [0.0, 0.0, 0.0], [0.0, 0.0, 0.0], [0.1, 0.1, -0.1], [0.0, -0.1, 0.0], [0.0, 0.1, 0.0], [0.1, 0.0, 0.3], [0.0, 0.0, 0.0], [0.0, 0.0, 0.0], [0.0, 0.0, 0.0], [0.0, -0.1, 0.0], [-0.2, 0.0, -0.3], [0.0, 0.0, 0.0], [-0.1, 0.0, 0.0], [0.0, 0.0, 0.0], [0.0, 0.0, 0.0], [0.0, 0.0, 0.0], [0.0, 0.0, 0.1], [0.1, 0.0, 0.0], [0.0, 0.0, 0.0], [0.0, 0.0, 0.0], [0.0, 0.0, 0.0], [0.0, 0.0, 0.0], [0.0, 0.0, 0.1], [0.0, 0.0, 0.0], [0.0, 0.0, 0.0], [0.0, 0.0, 0.0], [0.0, 0.0, 0.0], [0.0, 0.0, 0.0], [0.0, 0.0, 0.0], [0.0, 0.0, 0.0], [0.0, 0.0, 0.0], [0.0, 0.0, 0.0], [0.0, 0.0, 0.0], [0.0, 0.0, 0.0], [0.0, 0.0, 0.0], [0.0, 0.0, 0.0], [0.0, 0.0, 0.0], [0.0, 0.1, 0.0], [0.0, 0.0, 0.0], [0.0, 0.0, 0.0], [0.0, 0.0, 0.0], [0.0, 0.0, 0.0], [0.0, 0.0, 0.0], [0.0, 0.0, 0.0], [0.0, 0.0, 0.0], [0.0, 0.0, 0.0], [0.0, 0.0, 0.0], [0.0, 0.0, 0.0], [0.0, 0.0, 0.0], [0.0, 0.0, 0.0], [0.0, 0.0, 0.0], [0.0, 0.0, 0.0], [0.0, 0.0, 0.0], [0.0, 0.0, 0.0], [0.0, 0.0, 0.0], [-0.3, 0.0, 0.0], [0.0, 0.0, -0.1], [0.1, 0.0, 0.1], [0.0, 0.1, 0.0], [0.0, 0.0, 0.0], [-0.1, -0.2, 0.1], [-0.1, -0.3, -0.1], [0.1, 0.1, 0.0], [0.0, 0.0, -0.1], [0.1, 0.1, 0.0], [-0.1, 0.0, -0.1], [0.1, 0.0, 0.0], [0.0, 0.0, -0.1], [0.0, 0.0, 0.0], [0.0, -0.1, 0.0], [0.0, 0.1, 0.0], [-0.1, 0.0, 0.2], [0.0, 0.0, 0.0], [0.0, 0.0, 0.0], [0.0, 0.0, 0.0], [0.0, 0.0, 0.0], [0.0, 0.0, 0.0], [0.0, 0.0, 0.0], [-0.2, 0.2, 0.0], [-0.1, -0.1, -0.1], [-0.1, 0.1, 0.0], [0.2, 0.0, -0.1], [0.2, -0.1, 0.1], [-0.1, -0.1, 0.0], [-0.1, 0.1, 0.0], [-0.3, 0.0, 0.0], [0.1, 0.1, 0.0], [0.0, 0.0, 0.0], [0.0, 0.0, 0.0], [0.1, -0.1, 0.0], [0.0, 0.0, 0.0], [0.1, 0.0, 0.0], [0.0, 0.0, 0.0], [0.0, 0.0, 0.0], [0.0, 0.0, 0.0], [0.0, 0.0, 0.1], [0.0, -0.3, 0.4], [0.0, 0.1, 0.0], [0.0, 0.1, 0.0], [0.0, 0.0, 0.0], [0.0, 0.0, -0.1], [0.0, 0.0, 0.0], [0.0, -0.1, 0.0], [0.0, 0.0, 0.1], [0.0, 0.0, 0.0], [0.0, -0.1, 0.0], [0.0, 0.0, 0.0], [0.0, 0.0, 0.0]], "total_charge": 0, "total_energy_ha": -6673.340615, "gap_ev": 6.870, "fmax_ev_per_a": 0.665}

***

# 2
{"formula": "C25H24LaN10O6S", "method": "ωB97M-V with the def2-TZVPD basis set", "elements": ["La", "O", "C", "C", "O", "C", "C", "O", "C", "O", "O", "N", "C", "C", "N", "C", "C", "N", "C", "C", "N", "H", "H", "H", "H", "H", "H", "C", "N", "C", "C", "N", "C", "S", "C", "C", "C", "C", "C", "N", "H", "H", "H", "H", "H", "H", "H", "H", "H", "C", "O", "H", "H", "H", "H", "N", "C", "C", "N", "C", "C", "N", "H", "H", "H", "H", "H"], "coordinates": [[-0.413169, 0.096174, 0.349202], [3.233706, 5.273655, 1.069637], [2.585448, 4.274059, 1.028043], [1.186222, 4.037316, 1.648737], [0.550574, 4.816626, 2.306158], [0.812462, 2.670690, 1.226712], [1.758840, 2.128977, 0.389992], [1.570293, 0.957484, -0.196520], [2.970343, 2.945450, 0.336332], [4.050175, 2.662264, -0.128895], [-0.268783, 2.011295, 1.566687], [-2.588202, 3.626416, -1.699928], [-3.273090, 3.818863, -0.512746], [-3.024267, 2.716763, 0.229892], [-2.216265, 1.844524, -0.477432], [-1.968561, 2.432021, -1.624456], [-1.086934, 1.813599, -2.621434], [-0.458111, 0.693238, -2.368525], [0.284602, 0.413967, -3.496073], [0.091355, 1.380626, -4.427494], [-0.793529, 2.274752, -3.854594], [-2.544750, 4.289516, -2.453747], [-3.837277, 4.712902, -0.311188], [-3.341472, 2.508332, 1.237912], [0.912767, -0.459733, -3.562780], [0.487823, 1.522638, -5.418072], [-1.142293, 3.108030, -4.295113], [4.252211, -0.157060, 2.140960], [3.886124, -0.710399, 0.837072], [4.612255, -0.500677, -0.327186], [3.936960, -1.074886, -1.326542], [2.776972, -1.619691, -0.764571], [2.752345, -1.367196, 0.574903], [1.542670, -1.802867, 1.707479], [1.763701, -2.248917, -1.544079], [2.139782, -3.042620, -2.616081], [1.141681, -3.615160, -3.383285], [-0.186091, -3.411868, -3.034293], [-0.447325, -2.623633, -1.932527], [0.504812, -2.024493, -1.204944], [5.329936, -0.030862, 2.163159], [3.940817, -0.842965, 2.920743], [3.764409, 0.805934, 2.275395], [5.514955, 0.083492, -0.333922], [4.130452, -1.096853, -2.382895], [3.186159, -3.218961, -2.822086], [1.404442, -4.233824, -4.232407], [-0.997868, -3.860649, -3.589150], [-1.468986, -2.456266, -1.607495], [-1.525625, 0.571482, 3.894514], [-0.897216, -0.383706, 3.020397], [-1.004382, 1.524206, 3.858119], [-1.571937, 0.178299, 4.908369], [-2.542861, 0.704816, 3.531112], [-0.057808, -0.667990, 3.394287], [-2.825095, -4.478522, 2.795153], [-3.126076, -3.302952, 2.183043], [-2.192975, -2.659508, 1.346850], [-2.497295, -1.532265, 0.742421], [-3.712874, -0.998353, 0.934875], [-4.611407, -1.638067, 1.761040], [-4.328474, -2.780648, 2.387427], [-1.891429, -4.844336, 2.797707], [-3.485624, -4.850519, 3.455013], [-1.196307, -3.066219, 1.192056], [-3.955366, -0.081542, 0.415131], [-5.595573, -1.214218, 1.923917]], "atomic_forces_ev_per_a": [[-1.0, -1.5, 0.1], [0.1, 0.2, 0.0], [-0.2, -0.5, 0.1], [0.3, -0.1, -0.3], [-0.1, 0.1, 0.1], [-0.5, 0.3, 0.7], [0.5, -0.4, -0.5], [1.4, 1.1, 0.0], [-0.3, 0.4, 0.0], [0.1, -0.1, -0.1], [0.6, 1.2, 0.2], [-0.2, 0.2, 0.1], [0.1, 0.1, -0.3], [0.1, -0.3, 0.1], [-0.5, 0.3, 0.2], [0.2, -0.1, -0.4], [-0.4, 0.4, 0.3], [0.1, -0.3, 0.0], [0.0, -0.1, 0.2], [-0.2, 0.2, 0.0], [0.2, -0.1, -0.2], [0.0, 0.0, 0.0], [0.0, 0.0, 0.0], [0.0, 0.0, 0.0], [0.0, 0.0, 0.0], [0.0, 0.0, 0.1], [0.0, 0.0, 0.0], [-0.1, -0.1, -0.3], [0.3, 0.2, 0.2], [0.0, 0.1, 0.3], [-0.3, -0.1, 0.0], [-0.2, -0.2, -0.5], [-0.2, -0.1, 0.0], [0.4, -0.1, 0.0], [0.4, 0.1, 0.5], [0.0, -0.1, -0.1], [0.1, -0.1, -0.1], [0.1, 0.0, 0.1], [-0.1, 0.0, 0.1], [-0.2, 0.0, -0.3], [0.0, 0.0, 0.0], [0.0, 0.0, 0.0], [0.0, 0.0, 0.0], [0.0, 0.0, 0.0], [0.0, 0.0, 0.0], [0.0, 0.0, 0.0], [0.0, 0.0, 0.0], [0.0, 0.0, 0.0], [0.0, 0.1, 0.0], [0.0, -0.1, 0.0], [-0.2, 0.0, -0.2], [0.0, 0.0, 0.0], [0.0, 0.0, 0.0], [0.0, 0.0, 0.0], [0.2, 0.1, 0.1], [-0.1, 0.2, -0.1], [0.2, -0.3, 0.2], [0.0, -0.1, -0.1], [-0.2, -0.1, -0.2], [0.0, -0.2, 0.0], [-0.1, -0.1, 0.1], [-0.2, 0.2, -0.1], [0.0, 0.0, 0.0], [0.0, 0.0, 0.0], [0.0, 0.0, 0.0], [0.0, 0.0, 0.0], [0.0, -0.1, 0.1]], "total_charge": 1, "total_energy_ha": -2395.868434, "gap_ev": 7.343, "fmax_ev_per_a": 1.856}